A 7-piece molecular cluster, C42H105O28P7 overall at a distorted geometry, computed with ωB97M-V/def2-TZVPD.

Computed properties:
E_HOMO = -10.11 eV
energy relative to the best compared isomer or geometry (same formula, charge and spin) = 8.691 eV
structure (SMILES) = CCOP(=O)(OCC)OCC.CCOP(=O)(OCC)OCC.CCOP(=O)(OCC)OCC.CCOP(=O)(OCC)OCC.CCOP(=O)(OCC)OCC.CCOP(=O)(OCC)OCC.CCOP(=O)(OCC)OCC
total energy = -167620.6466 eV
multiplicity = 1

Each atom is followed by the atoms it is bonded to, with distances in Å.
Element x y z (Å)
1 C 2.27109 4.63183 1.17899  C2 1.571, H12 1.090, H13 1.090, H14 1.090
2 C 1.17665 3.64344 1.72147  C1 1.571, O3 1.391, H15 1.090, H16 1.090
3 O -0.11987 4.13401 1.60072  C2 1.391, P4 1.599
4 P -1.41551 3.20187 1.51198  O3 1.599, O5 1.439, O6 1.621, O9 1.629
5 O -2.68120 3.88564 1.48029  P4 1.439
6 O -1.38088 2.15513 2.74922  P4 1.621, C7 1.460
7 C -1.50770 2.56932 4.14374  O6 1.460, C8 1.620, H17 1.090, H18 1.090
8 C -0.12344 2.33340 4.95219  C7 1.620, H19 1.090, H20 1.090, H21 1.090
9 O -1.13059 2.24340 0.22650  P4 1.629, C10 1.456
10 C -1.10888 2.72210 -1.14864  O9 1.456, C11 1.507, H22 1.090, H23 1.090
11 C -0.07542 1.94911 -1.92641  C10 1.507, H24 1.090, H25 1.090, H26 1.090
12 H 3.22710 4.57235 1.69919  C1 1.090
13 H 2.53522 4.57380 0.12307  C1 1.090
14 H 1.79440 5.57442 1.44806  C1 1.090
15 H 1.14380 2.67470 1.22289  C2 1.090
16 H 1.52845 3.30599 2.69638  C2 1.090
17 H -1.82855 3.60481 4.25731  C7 1.090
18 H -2.31565 1.99209 4.59332  C7 1.090
19 H -0.36851 2.03672 5.97200  C8 1.090
20 H 0.50544 1.58688 4.46711  C8 1.090
21 H 0.31638 3.33058 4.96952  C8 1.090
22 H -2.11264 2.53108 -1.52821  C10 1.090
23 H -1.04749 3.80893 -1.20480  C10 1.090
24 H -0.35305 1.93622 -2.98039  C11 1.090
25 H 0.88921 2.41111 -1.71627  C11 1.090
26 H -0.07858 0.92703 -1.54767  C11 1.090
27 C -3.42994 1.68778 -11.62616  C28 1.534, H38 1.090, H39 1.090, H40 1.090
28 C -4.32475 0.71809 -10.84389  C27 1.534, O29 1.415, H41 1.090, H42 1.090
29 O -5.59082 1.05199 -11.38039  C28 1.415, P30 1.575
30 P -6.93435 0.40228 -10.87760  O29 1.575, O31 1.477, O32 1.641, O35 1.596
31 O -6.89015 -1.05313 -10.62799  P30 1.477
32 O -7.22837 1.27358 -9.51824  P30 1.641, C33 1.566
33 C -8.57396 1.10797 -8.73462  O32 1.566, C34 1.493, H43 1.090, H44 1.090
34 C -9.74452 0.39583 -9.32646  C33 1.493, H45 1.090, H46 1.090, H47 1.090
35 O -7.95172 0.99643 -11.95431  P30 1.596, C36 1.432
36 C -8.27786 0.35831 -13.19446  O35 1.432, C37 1.508, H48 1.090, H49 1.090
37 C -7.57244 1.09572 -14.30476  C36 1.508, H50 1.090, H51 1.090, H52 1.090
38 H -2.45360 1.73680 -11.14404  C27 1.090
39 H -3.42841 1.35886 -12.66534  C27 1.090
40 H -3.77915 2.71945 -11.58360  C27 1.090
41 H -4.18990 -0.36325 -10.86903  C28 1.090
42 H -4.25196 0.89873 -9.77144  C28 1.090
43 H -8.09389 0.70545 -7.84265  C33 1.090
44 H -8.87322 2.08639 -8.35876  C33 1.090
45 H -9.60376 -0.66189 -9.54895  C34 1.090
46 H -10.46740 0.30892 -8.51530  C34 1.090
47 H -10.11099 0.97043 -10.17714  C34 1.090
48 H -8.22644 -0.72116 -13.33659  C36 1.090
49 H -9.36015 0.42815 -13.30355  C36 1.090
50 H -7.03960 0.32520 -14.86196  C37 1.090
51 H -8.20143 1.67315 -14.98230  C37 1.090
52 H -6.88030 1.82582 -13.88524  C37 1.090
53 C -12.18638 -5.94797 5.52474  C54 1.506, H64 1.090, H65 1.090, H66 1.090
54 C -10.89425 -5.18278 5.40593  C53 1.506, O55 1.410, H67 1.090, H68 1.090
55 O -10.94220 -3.97435 6.12992  C54 1.410, P56 1.666
56 P -10.01845 -2.78656 5.41597  O55 1.666, O57 1.480, O58 1.652, O61 1.651
57 O -9.12822 -3.33643 4.36948  P56 1.480
58 O -11.22783 -1.76893 4.93417  P56 1.652, C59 1.406
59 C -10.96861 -0.50730 4.37045  O58 1.406, C60 1.506, H69 1.090, H70 1.090
60 C -10.04720 -0.45883 3.17992  C59 1.506, H71 1.090, H72 1.090, H73 1.090
61 O -9.29727 -1.89245 6.60214  P56 1.651, C62 1.391
62 C -8.33593 -2.50527 7.39933  O61 1.391, C63 1.443, H74 1.090, H75 1.090
63 C -8.45793 -1.78057 8.64162  C62 1.443, H76 1.090, H77 1.090, H78 1.090
64 H -12.40968 -6.35854 6.50946  C53 1.090
65 H -12.95536 -5.26562 5.16256  C53 1.090
66 H -12.17096 -6.69545 4.73156  C53 1.090
67 H -10.03509 -5.75534 5.75542  C54 1.090
68 H -10.60028 -5.08554 4.36083  C54 1.090
69 H -11.96504 -0.17039 4.08460  C59 1.090
70 H -10.56433 0.03696 5.22394  C59 1.090
71 H -10.19825 -1.21589 2.41041  C60 1.090
72 H -10.27693 0.46885 2.65578  C60 1.090
73 H -8.98714 -0.33285 3.40020  C60 1.090
74 H -8.63427 -3.53465 7.59797  C62 1.090
75 H -7.35443 -2.31981 6.96303  C62 1.090
76 H -7.99020 -0.80055 8.54732  C63 1.090
77 H -9.53791 -1.71504 8.77365  C63 1.090
78 H -7.92364 -2.33262 9.41485  C63 1.090
79 C -0.26369 -4.08767 13.22086  C80 1.542, H90 1.090, H91 1.090, H92 1.090
80 C -0.60029 -4.82384 14.53358  C79 1.542, O81 1.454, H93 1.090, H94 1.090
81 O 0.53546 -4.73687 15.43735  C80 1.454, P82 1.663
82 P 1.24965 -6.16944 15.88857  O81 1.663, O83 1.517, O84 1.583, O87 1.593
83 O 1.48184 -7.13866 14.74502  P82 1.517
84 O 2.55051 -5.78280 16.70312  P82 1.583, C85 1.394
85 C 3.43292 -6.75541 17.17024  O84 1.394, C86 1.463, H95 1.090, H96 1.090
86 C 4.20558 -6.07984 18.21249  C85 1.463, H97 1.090, H98 1.090, H99 1.090
87 O 0.28915 -6.62613 17.07514  P82 1.593, C88 1.440
88 C 0.14853 -5.74802 18.20832  O87 1.440, C89 1.499, H100 1.090, H101 1.090
89 C -0.04011 -6.43774 19.52621  C88 1.499, H102 1.090, H103 1.090, H104 1.090
90 H -1.20557 -3.61473 12.94289  C79 1.090
91 H 0.41090 -3.23152 13.21598  C79 1.090
92 H 0.05404 -4.79601 12.45575  C79 1.090
93 H -1.46949 -4.39845 15.03521  C80 1.090
94 H -0.93347 -5.82573 14.26287  C80 1.090
95 H 3.00841 -7.69421 17.52601  C85 1.090
96 H 4.07651 -6.86464 16.29734  C85 1.090
97 H 4.49453 -6.89118 18.88058  C86 1.090
98 H 5.06744 -5.56724 17.78522  C86 1.090
99 H 3.53936 -5.42381 18.77273  C86 1.090
100 H 0.93042 -4.98862 18.20111  C88 1.090
101 H -0.78315 -5.27486 17.89817  C88 1.090
102 H -0.87770 -7.12273 19.65788  C89 1.090
103 H 0.80163 -7.12961 19.55593  C89 1.090
104 H -0.00176 -5.81604 20.42071  C89 1.090
105 C 4.73133 -6.01288 -11.62987  C106 1.538, H116 1.090, H117 1.090, H118 1.090
106 C 3.72906 -5.72347 -12.76036  C105 1.538, O107 1.466, H119 1.090, H120 1.090
107 O 2.50903 -6.02262 -12.00487  C106 1.466, P108 1.613
108 P 1.67254 -4.79515 -11.37679  O107 1.613, O109 1.499, O110 1.640, O113 1.605
109 O 2.43863 -3.54687 -11.05608  P108 1.499
110 O 0.80946 -5.40293 -10.12165  P108 1.640, C111 1.340
111 C 1.49471 -5.70806 -9.01119  O110 1.340, C112 1.525, H121 1.090, H122 1.090
112 C 0.71763 -5.17581 -7.81131  C111 1.525, H123 1.090, H124 1.090, H125 1.090
113 O 0.52790 -4.39248 -12.42703  P108 1.605, C114 1.373
114 C -0.18220 -5.39347 -13.04314  O113 1.373, C115 1.561, H126 1.090, H127 1.090
115 C -1.42529 -5.79010 -12.18724  C114 1.561, H128 1.090, H129 1.090, H130 1.090
116 H 4.61007 -7.06237 -11.36160  C105 1.090
117 H 5.64935 -5.67737 -12.11233  C105 1.090
118 H 4.45847 -5.33342 -10.82243  C105 1.090
119 H 3.83358 -4.69168 -13.09588  C106 1.090
120 H 3.77199 -6.31551 -13.67456  C106 1.090
121 H 1.74057 -6.75127 -8.81280  C111 1.090
122 H 2.46327 -5.21217 -8.94726  C111 1.090
123 H 0.38738 -4.13821 -7.86057  C112 1.090
124 H -0.15051 -5.83253 -7.75528  C112 1.090
125 H 1.13889 -5.29274 -6.81282  C112 1.090
126 H -0.62515 -5.18329 -14.01664  C114 1.090
127 H 0.33830 -6.32134 -13.28033  C114 1.090
128 H -1.10427 -6.32075 -11.29087  C115 1.090
129 H -1.91746 -4.85632 -11.91536  C115 1.090
130 H -2.16213 -6.36070 -12.75254  C115 1.090
131 C 2.16630 -3.97573 3.99158  C132 1.448, H142 1.090, H143 1.090, H144 1.090
132 C 3.15128 -3.19332 3.27342  C131 1.448, O133 1.329, H145 1.090, H146 1.090
133 O 4.32975 -3.80114 3.18321  C132 1.329, P134 1.634
134 P 5.36927 -3.90698 4.43985  O133 1.634, O135 1.466, O136 1.602, O139 1.637
135 O 5.02940 -3.19697 5.67631  P134 1.466
136 O 5.50404 -5.49538 4.59693  P134 1.602, C137 1.473
137 C 6.59435 -6.10632 3.81694  O136 1.473, C138 1.494, H147 1.090, H148 1.090
138 C 6.28230 -7.52053 3.44920  C137 1.494, H149 1.090, H150 1.090, H151 1.090
139 O 6.78391 -3.44417 3.75756  P134 1.637, C140 1.409
140 C 7.03894 -2.08844 3.46976  O139 1.409, C141 1.579, H152 1.090, H153 1.090
141 C 8.03328 -1.44374 4.51263  C140 1.579, H154 1.090, H155 1.090, H156 1.090
142 H 1.12999 -3.80559 3.69967  C131 1.090
143 H 2.36973 -5.01991 3.75410  C131 1.090
144 H 2.32551 -3.92088 5.06850  C131 1.090
145 H 2.82880 -2.94690 2.26180  C132 1.090
146 H 3.14000 -2.21745 3.75889  C132 1.090
147 H 6.80824 -5.60310 2.87402  C137 1.090
148 H 7.55947 -6.02195 4.31648  C137 1.090
149 H 5.34069 -7.57576 2.90293  C138 1.090
150 H 7.06788 -8.07507 2.93591  C138 1.090
151 H 6.03683 -8.03918 4.37595  C138 1.090
152 H 7.67140 -2.25030 2.59690  C140 1.090
153 H 6.13867 -1.53206 3.20892  C140 1.090
154 H 8.88876 -2.10995 4.62413  C141 1.090
155 H 8.56727 -0.56341 4.15486  C141 1.090
156 H 7.60677 -1.50296 5.51397  C141 1.090
157 C 7.19924 11.64544 -3.72710  C158 1.594, H168 1.090, H169 1.090, H170 1.090
158 C 7.42428 13.04358 -4.45927  C157 1.594, O159 1.399, H171 1.090, H172 1.090
159 O 8.66114 13.11728 -5.10979  C158 1.399, P160 1.624
160 P 8.85635 14.14680 -6.35087  O159 1.624, O161 1.440, O162 1.604, O165 1.593
161 O 7.94196 14.19440 -7.46241  P160 1.440
162 O 8.83449 15.52274 -5.52686  P160 1.604, C163 1.363
163 C 7.81968 16.43185 -5.56245  O162 1.363, C164 1.556, H173 1.090, H174 1.090
164 C 8.32885 17.56598 -6.49807  C163 1.556, H175 1.090, H176 1.090, H177 1.090
165 O 10.38510 13.91275 -6.73135  P160 1.593, C166 1.408
166 C 11.39993 13.94245 -5.75587  O165 1.408, C167 1.526, H178 1.090, H179 1.090
167 C 11.83694 12.54854 -5.31311  C166 1.526, H180 1.090, H181 1.090, H182 1.090
168 H 7.08254 10.95811 -4.56500  C157 1.090
169 H 8.16724 11.37216 -3.30713  C157 1.090
170 H 6.27951 11.56686 -3.14743  C157 1.090
171 H 6.58394 13.29798 -5.10516  C158 1.090
172 H 7.39347 13.82703 -3.70205  C158 1.090
173 H 6.90934 15.92798 -5.88725  C163 1.090
174 H 7.69169 16.86914 -4.57225  C163 1.090
175 H 9.25737 17.99738 -6.12411  C164 1.090
176 H 8.41888 17.30175 -7.55173  C164 1.090
177 H 7.71020 18.45920 -6.41142  C164 1.090
178 H 12.16197 14.62562 -6.13093  C166 1.090
179 H 11.03412 14.41856 -4.84616  C166 1.090
180 H 11.19084 11.99489 -4.63185  C167 1.090
181 H 12.25544 11.85778 -6.04509  C167 1.090
182 H 12.70289 12.70635 -4.67021  C167 1.090